Density functional theory data (wB97M-V/def2-TZVPD) for an isolated ion of composition C20H27N2O and charge +1.

XYZ file:
```
50
Properties=species:S:1:pos:R:3:nbo_charge:R:1
C 1.798 -1.772 -4.709 -0.611
C 0.418 -2.414 -4.785 -0.421
C -0.735 -1.436 -4.545 -0.066
O -0.836 -1.045 -3.180 -0.508
C -0.313 0.103 -2.718 0.424
C 0.416 1.047 -3.444 -0.301
C 0.879 2.192 -2.825 -0.165
C 0.645 2.427 -1.481 -0.245
C -0.085 1.500 -0.748 -0.059
C -0.364 1.701 0.718 -0.242
N 0.397 0.700 1.521 -0.352
C 1.846 1.013 1.511 -0.226
C 2.644 -0.084 2.200 -0.420
C 2.164 -0.245 3.638 -0.404
C 0.668 -0.544 3.645 -0.414
C -0.126 0.544 2.917 -0.047
C -1.596 0.208 2.900 -0.115
C -2.088 -0.918 2.240 -0.186
C -3.444 -1.186 2.285 -0.232
C -4.265 -0.318 2.994 0.060
N -3.806 0.746 3.625 -0.382
C -2.515 1.002 3.582 0.047
C -0.553 0.350 -1.363 -0.311
H 2.564 -2.525 -4.876 0.224
H 1.970 -1.324 -3.732 0.199
H 1.911 -1.005 -5.472 0.203
H 0.276 -2.854 -5.773 0.217
H 0.344 -3.214 -4.047 0.209
H -0.660 -0.566 -5.202 0.177
H -1.682 -1.942 -4.752 0.204
H 0.624 0.902 -4.490 0.231
H 1.436 2.914 -3.402 0.231
H 1.009 3.329 -1.014 0.219
H -1.428 1.561 0.920 0.252
H -0.072 2.700 1.044 0.233
H 0.274 -0.205 1.048 0.438
H 2.159 1.135 0.472 0.249
H 1.985 1.962 2.033 0.220
H 3.700 0.183 2.179 0.248
H 2.532 -1.026 1.659 0.211
H 2.701 -1.056 4.125 0.239
H 2.364 0.669 4.200 0.210
H 0.299 -0.606 4.668 0.251
H 0.484 -1.511 3.173 0.210
H 0.022 1.507 3.416 0.230
H -1.428 -1.587 1.702 0.208
H -3.854 -2.049 1.785 0.237
H -5.332 -0.480 3.060 0.213
H -2.195 1.885 4.121 0.199
H -1.150 -0.372 -0.823 0.214
```

ΔE to the lowest compared entry with this formula, charge and spin = 0.85 kcal per mole
HOMO level = -0.422 hartree
Net charge = +1
Multiplicity = 1
SMILES string = CCCOc1cccc(C[N@H+]2CCCC[C@@H]2c2cccnc2)c1
HOMO-LUMO gap = 9.16 eV
Electronic energy = -962.8390 hartree
LUMO = -2.33 eV

***

Density functional theory data (wB97M-V/def2-TZVPD) for C31H48F36N9O27S12 as an isolated structure.

XYZ file:
```
163
Properties=species:S:1:pos:R:3:lowdin_spin:R:1
C -5.484 -1.432 3.608 0.000
C -4.820 -2.045 4.880 0.000
C -3.754 -1.177 5.501 0.000
O -2.663 -1.091 4.636 0.000
C -1.505 -0.387 5.102 0.000
N -5.875 -2.556 5.944 0.000
H -5.502 -2.606 6.881 0.000
H -6.700 -1.974 5.927 0.000
H -6.206 -3.450 5.610 0.000
H -4.718 -1.385 2.833 0.000
H -5.777 -0.401 3.802 0.000
H -6.382 -1.972 3.309 0.000
H -4.316 -2.940 4.517 0.000
H -3.523 -1.627 6.466 0.000
H -4.168 -0.193 5.720 0.000
H -1.162 0.212 4.258 0.000
H -0.687 -1.044 5.400 0.000
H -1.845 0.434 5.732 0.000
C -6.671 1.308 -7.600 0.000
C -5.386 0.903 -6.742 0.000
C -4.091 0.773 -7.593 0.000
N -2.842 0.361 -6.674 0.000
C -2.904 1.144 -5.299 0.000
C -1.582 1.089 -4.445 0.000
C -0.417 1.560 -5.169 0.000
C -0.269 0.655 -6.406 0.000
C -1.422 0.523 -7.427 0.000
C -2.957 -1.159 -6.398 0.000
H -6.363 2.075 -8.311 0.000
H -7.512 1.700 -7.028 0.000
H -6.959 0.409 -8.146 0.000
H -5.582 0.008 -6.152 0.000
H -5.096 1.735 -6.100 0.000
H -3.877 1.748 -8.032 0.000
H -4.122 0.044 -8.402 0.000
H -3.152 2.198 -5.429 0.000
H -3.817 0.877 -4.767 0.000
H -1.729 1.507 -3.450 0.000
H -1.452 0.009 -4.368 0.000
H -0.398 2.627 -5.388 0.000
H 0.490 1.391 -4.588 0.000
H 0.616 0.914 -6.988 0.000
H -0.087 -0.376 -6.101 0.000
H -1.421 1.541 -7.816 0.000
H -1.084 -0.208 -8.161 0.000
H -2.035 -1.450 -5.894 0.000
H -2.958 -1.566 -7.409 0.000
H -3.939 -1.471 -6.042 0.000
C 2.861 -1.103 3.514 0.000
O 1.598 -1.324 2.861 0.000
C 1.252 -2.714 2.796 0.000
C -0.228 -2.936 2.285 0.000
N -0.503 -1.965 1.096 0.000
H 0.350 -1.437 0.982 0.000
H -0.550 -2.500 0.240 0.000
C -1.645 -0.944 1.345 0.000
C -1.655 0.303 0.345 0.000
O -0.248 0.757 0.262 0.000
C -0.023 1.886 -0.449 0.000
H 3.128 -0.047 3.566 0.000
H 3.739 -1.552 3.050 0.000
H 2.805 -1.526 4.517 0.000
H 1.410 -3.400 3.628 0.000
H 2.069 -3.072 2.170 0.000
H -0.956 -2.771 3.079 0.000
H -0.433 -3.884 1.787 0.000
H -1.318 -0.596 2.324 0.000
H -2.654 -1.315 1.527 0.000
H -2.322 1.053 0.770 0.000
H -1.875 -0.155 -0.620 0.000
H -0.865 2.560 -0.287 0.000
H -0.004 1.730 -1.527 0.000
H 0.869 2.355 -0.033 0.000
C 2.047 3.185 7.051 0.000
F 0.903 3.251 7.741 0.000
F 2.519 4.421 7.020 0.000
F 2.944 2.381 7.645 0.000
S 1.688 2.556 5.204 0.000
O 3.012 2.247 4.702 0.000
O 0.757 1.494 5.289 0.000
N 0.991 3.970 4.541 0.000
S 0.566 3.467 3.147 0.000
O 1.667 2.832 2.359 0.000
O -0.748 2.847 3.093 0.000
C 0.172 5.243 2.247 0.000
F -0.169 4.961 1.010 0.000
F -0.891 5.796 2.819 0.000
F 1.264 6.072 2.195 0.000
C 5.608 0.292 -0.951 0.000
F 4.435 0.948 -1.022 0.000
F 5.355 -0.938 -1.272 0.001
F 6.531 0.712 -1.839 -0.001
S 6.454 0.296 0.735 -0.009
O 6.760 1.698 0.967 0.036
O 5.493 -0.262 1.725 0.011
N 7.874 -0.687 0.308 0.317
S 8.083 -1.278 1.682 -0.044
O 8.022 -0.416 2.901 0.397
O 7.448 -2.520 2.003 0.301
C 9.957 -1.700 1.559 -0.004
F 10.374 -1.807 2.805 -0.001
F 10.065 -2.864 1.007 -0.002
F 10.552 -0.644 0.923 -0.001
C 5.439 -4.714 3.714 0.000
F 4.467 -5.539 3.179 0.000
F 6.660 -5.065 3.329 0.000
F 5.190 -3.469 3.336 0.000
S 5.148 -4.732 5.699 0.000
O 6.361 -4.006 6.223 0.000
O 3.856 -4.032 5.918 0.000
N 5.274 -6.448 6.169 0.000
S 5.334 -6.271 7.693 0.000
O 6.661 -6.223 8.319 0.000
O 4.506 -5.333 8.344 0.000
C 4.689 -7.970 8.227 0.000
F 3.764 -8.438 7.360 0.000
F 5.678 -8.879 8.515 0.000
F 4.125 -7.702 9.397 0.000
C -5.039 2.572 0.208 0.000
F -5.630 3.597 -0.266 0.000
F -3.829 2.917 0.408 0.000
F -5.484 2.230 1.377 0.000
S -5.244 1.029 -1.030 0.000
O -4.346 1.215 -2.185 0.000
O -4.972 -0.226 -0.279 0.000
N -6.904 1.208 -1.317 0.000
S -7.057 1.647 -2.744 0.000
O -6.263 2.914 -3.018 0.000
O -6.956 0.655 -3.814 0.000
C -8.897 2.211 -2.668 0.000
F -8.998 3.114 -1.650 0.000
F -9.171 2.924 -3.714 0.000
F -9.776 1.149 -2.594 0.000
C 2.088 4.520 -2.564 0.000
F 2.258 4.221 -1.248 0.000
F 1.049 3.764 -3.015 0.000
F 1.695 5.795 -2.598 0.000
S 3.641 4.237 -3.695 0.000
O 4.254 2.966 -3.373 0.000
O 2.966 4.213 -5.003 0.000
N 4.623 5.570 -3.195 0.000
S 4.564 6.410 -4.510 0.000
O 5.076 5.612 -5.701 0.000
O 3.230 7.070 -4.714 0.000
C 5.898 7.797 -4.134 0.000
F 5.307 8.859 -3.483 0.000
F 6.856 7.376 -3.320 0.000
F 6.419 8.218 -5.298 0.000
C -3.196 -3.184 -1.310 0.000
F -4.313 -3.573 -1.885 0.000
F -3.088 -2.035 -1.816 0.000
F -3.438 -3.217 0.035 0.000
S -1.607 -4.265 -1.868 0.000
O -1.625 -5.440 -0.962 0.000
O -1.875 -4.575 -3.264 0.000
N -0.317 -3.219 -1.445 0.000
S 0.497 -2.897 -2.688 0.000
O 1.010 -4.109 -3.433 0.000
O -0.357 -2.087 -3.583 0.000
C 2.083 -1.811 -2.237 0.000
F 2.648 -2.368 -1.202 0.000
F 2.919 -1.800 -3.241 0.000
F 1.716 -0.577 -2.011 0.000
```

HOMO level (spin up / spin down) = -0.194 / -0.194 hartree
Net charge = -2
Multiplicity = 2
HOMO-LUMO gap (spin up / spin down) = 5.43 / 3.33 eV
Electronic energy = -12107.0796 hartree
LUMO (spin up / spin down) = 0.16 / -1.94 eV

***

Density functional theory data (wB97M-V/def2-TZVPD) for an isolated ion of composition C5H12NO2 and charge +1.

XYZ file:
```
20
Properties=species:S:1:pos:R:3:nbo_charge:R:1
C -2.040 1.307 0.177 -0.594
C -2.409 -0.019 -0.566 -0.444
C -1.389 -1.067 -0.328 -0.041
O -0.007 -0.424 -0.501 -0.513
C 0.893 -0.474 0.443 0.279
N 2.233 -1.000 0.119 -0.611
C 2.215 0.416 0.005 0.210
O 2.957 1.097 0.919 -0.668
H -1.426 1.098 1.026 0.193
H -1.357 1.837 -0.510 0.210
H -2.870 1.949 0.354 0.235
H -2.525 0.160 -1.644 0.223
H -3.344 -0.356 -0.150 0.237
H -1.443 -1.464 0.695 0.184
H -1.376 -1.956 -0.923 0.210
H 0.785 -0.558 1.484 0.216
H 2.356 -1.482 -0.852 0.455
H 2.957 -1.494 0.788 0.477
H 2.058 0.941 -0.986 0.234
H 3.731 1.488 0.451 0.506
```

ΔE to the lowest compared entry with this formula, charge and spin = 79.78 kcal per mole
HOMO level = -0.524 hartree
Net charge = +1
Multiplicity = 1
SMILES string = CCCO[C@H]1[NH2+][C@@H]1O
HOMO-LUMO gap = 10.91 eV
Electronic energy = -402.5947 hartree
LUMO = -3.35 eV

***

Density functional theory data (wB97M-V/def2-TZVPD) for one molecule with the formula C4H10N4O.

XYZ file:
```
19
Properties=species:S:1:pos:R:3:nbo_charge:R:1
C 2.275 1.382 0.243 -0.443
N 1.061 0.870 -0.443 -0.629
C 0.586 -0.367 0.084 0.538
N -0.596 -0.820 0.030 -0.402
N -1.596 0.146 -0.232 -0.300
C -2.825 0.014 0.766 -0.300
C -2.954 -0.330 -0.708 -0.246
N 1.572 -1.430 0.385 -0.334
O 2.935 -1.115 -0.232 -0.622
H 2.047 1.845 1.295 0.187
H 3.045 0.641 0.224 0.248
H 2.634 2.219 -0.493 0.192
H 0.148 1.481 -0.024 0.414
H -2.792 -0.966 1.381 0.215
H -3.565 0.797 0.986 0.221
H -3.364 0.294 -1.428 0.200
H -3.056 -1.401 -0.923 0.196
H 1.367 -2.415 0.443 0.400
H 3.077 -0.844 -1.355 0.467
```

ΔE to the lowest compared entry with this formula, charge and spin = 177.54 kcal per mole
HOMO level = -0.317 hartree
Multiplicity = 1
SMILES string = CN/C(=N\N1CC1)NO
HOMO-LUMO gap = 9.19 eV
Electronic energy = -452.4149 hartree
LUMO = 0.57 eV

***

Density functional theory data (wB97M-V/def2-TZVPD) for BrCaZn as an isolated structure.

XYZ file:
```
3
Properties=species:S:1:pos:R:3:nbo_charge:R:1
Ca -8.083 -19.819 9.143 1.934
Zn -5.910 -18.079 11.743 1.518
Br -6.336 -20.755 11.069 -0.452
```

HOMO level = -0.918 hartree
Net charge = +3
Multiplicity = 1
HOMO-LUMO gap = 7.09 eV
Electronic energy = -5029.6508 hartree
LUMO = -17.89 eV

***

Density functional theory data (wB97M-V/def2-TZVPD) for a 2-piece molecular cluster, C2H3BrN2S overall.

XYZ file:
```
9
Properties=species:S:1:pos:R:3:nbo_charge:R:1
C 1.154 -1.251 -0.747 -0.473
C -2.301 0.735 0.822 -0.390
N 0.234 -1.250 0.092 0.075
N -0.570 -1.156 0.867 -0.038
S -1.217 1.786 0.203 0.087
Br -3.602 -0.223 -0.199 0.060
H 2.010 -0.572 -0.489 0.234
H 0.966 -1.587 -1.745 0.234
H -2.554 0.442 1.848 0.212
```

ΔE to the lowest compared entry with this formula, charge and spin = 62.72 kcal per mole
HOMO level = -0.323 hartree
Multiplicity = 1
HOMO-LUMO gap = 8.14 eV
Electronic energy = -3159.6064 hartree
LUMO = -0.66 eV

***

Density functional theory data (wB97M-V/def2-TZVPD) for C19H29BCdClN5O5S as an isolated structure.

XYZ file:
```
62
Properties=species:S:1:pos:R:3:nbo_charge:R:1
Cd 0.548 0.078 -0.116 1.682
C 0.080 2.574 2.457 -0.226
C 0.732 1.405 3.178 -0.238
N 0.437 0.087 2.600 -0.205
C -0.933 -0.374 2.846 -0.306
C -1.945 0.216 1.898 0.252
C -3.249 0.438 2.314 -0.257
C -4.164 0.952 1.411 -0.132
C -3.737 1.296 0.139 -0.265
C -2.416 1.063 -0.205 0.238
C -1.876 1.466 -1.573 -0.268
N -0.464 1.814 -1.533 -0.692
C -0.154 3.217 -1.238 -0.236
C -0.350 3.520 0.241 -0.225
N 0.415 2.575 1.043 -0.670
N -1.562 0.489 0.648 -0.567
H 0.393 3.494 2.965 0.189
H -1.007 2.513 2.546 0.188
H 0.442 1.410 4.234 0.190
H 1.815 1.505 3.123 0.225
H 1.167 -1.643 2.977 0.485
H -1.244 -0.197 3.881 0.196
H -0.922 -1.451 2.682 0.265
H -3.540 0.212 3.332 0.229
H -5.197 1.100 1.702 0.226
H -4.410 1.753 -0.576 0.225
H -2.491 2.286 -1.955 0.193
H -1.998 0.617 -2.248 0.233
H -0.001 1.522 -2.385 0.418
H -0.768 3.905 -1.830 0.181
H 0.892 3.380 -1.498 0.238
H -1.406 3.393 0.504 0.185
H -0.090 4.565 0.440 0.191
H 1.412 2.721 0.909 0.387
O 2.057 -3.544 0.137 -0.824
Cl 1.349 -2.463 0.779 1.851
O 0.867 -2.929 2.099 -0.877
O 0.073 -2.163 -0.012 -0.979
O 1.295 -0.756 3.362 -0.612
C -0.444 -1.769 -4.734 -0.806
S -0.312 -1.958 -2.942 1.282
O 0.344 -0.653 -2.526 -1.056
C 0.960 -3.207 -2.987 -0.281
C 2.281 -2.830 -3.163 -0.151
C 3.264 -3.807 -3.126 -0.208
C 2.918 -5.135 -2.902 -0.184
C 1.588 -5.496 -2.727 -0.196
C 0.598 -4.526 -2.763 -0.200
H 0.503 -1.359 -5.085 0.244
H -1.261 -1.073 -4.943 0.229
H -0.647 -2.739 -5.189 0.239
H 2.536 -1.784 -3.293 0.234
H 4.303 -3.532 -3.254 0.222
H 3.691 -5.890 -2.828 0.219
H 1.324 -6.527 -2.527 0.220
H -0.442 -4.781 -2.592 0.222
B 3.906 2.586 -1.772 -0.590
C 3.129 1.449 -1.021 0.413
N 2.519 0.667 -0.430 -0.775
H 3.188 3.569 -1.662 -0.009
H 4.966 2.754 -1.213 0.026
H 4.038 2.262 -2.933 0.016
```

ΔE to the lowest compared entry with this formula, charge and spin = 0.00 kcal per mole
HOMO level = -0.333 hartree
Multiplicity = 1
HOMO-LUMO gap = 9.07 eV
Electronic energy = -2442.1131 hartree
LUMO = 0.02 eV

***

Density functional theory data (wB97M-V/def2-TZVPD) for C16H21BF4O8P2PtS as an isolated structure.

XYZ file:
```
54
Properties=species:S:1:pos:R:3:lowdin_spin:R:1
Pt 0.685 -0.089 -0.297 1.590
C 1.433 -4.399 1.451 0.057
C 1.266 -2.958 1.111 0.377
O 1.807 -2.480 -0.032 0.234
P 1.386 -1.661 2.390 0.048
O 2.748 -2.018 3.053 0.020
O 0.314 -1.976 3.484 0.002
O 1.284 -0.309 1.769 0.047
P -0.994 -2.810 0.394 0.107
O -1.747 -3.410 1.627 0.036
O -0.768 -3.658 -0.765 0.072
O -1.058 -1.323 0.480 0.135
H 2.489 -4.581 1.683 0.024
H 1.146 -5.038 0.613 0.006
H 0.848 -4.663 2.331 0.001
H 1.871 -3.160 -0.726 0.003
H 3.209 -1.350 3.583 0.003
H -0.547 -1.542 3.396 0.000
H -1.982 -4.349 1.545 0.002
O -0.562 1.716 -0.306 0.110
S -1.837 1.610 -1.144 0.034
C -3.197 1.878 0.038 0.008
C -3.222 3.218 0.700 0.001
C -4.182 4.154 0.321 0.002
C -4.204 5.410 0.910 0.000
C -3.262 5.737 1.876 0.001
C -2.306 4.806 2.259 0.001
C -2.285 3.547 1.677 0.001
C -1.962 3.201 -2.033 0.049
C -0.989 3.337 -3.147 0.280
C -1.041 2.451 -4.258 0.056
C -0.157 2.601 -5.278 0.085
C 0.799 3.659 -5.228 0.303
C 0.834 4.571 -4.151 0.048
C -0.034 4.402 -3.116 0.092
H -3.041 1.051 0.735 0.001
H -4.106 1.672 -0.533 0.001
H -4.932 3.894 -0.418 0.000
H -4.961 6.127 0.624 0.000
H -3.282 6.713 2.341 0.000
H -1.583 5.057 3.023 0.000
H -1.544 2.820 1.983 0.000
H -1.887 4.001 -1.298 0.000
H -2.981 3.168 -2.437 0.015
H -1.773 1.653 -4.271 -0.001
H -0.157 1.929 -6.124 0.001
H 1.516 3.758 -6.033 0.012
H 1.561 5.370 -4.146 -0.001
H -0.011 5.058 -2.256 0.001
F 1.438 2.229 -2.545 0.020
B 1.760 0.893 -2.695 0.004
F 0.480 0.120 -2.487 0.052
F 2.530 0.479 -1.579 0.055
F 2.268 0.578 -3.904 0.004
```

ΔE to the lowest compared entry with this formula, charge and spin = 0.00 kcal per mole
HOMO level (spin up / spin down) = -0.522 / -0.522 hartree
Net charge = +2
Multiplicity = 5
HOMO-LUMO gap (spin up / spin down) = 8.28 / 4.54 eV
Electronic energy = -2848.4085 hartree
LUMO (spin up / spin down) = -5.92 / -9.66 eV